[1]
The following is a quantum chemistry calculation of a structure of composition C32H38B2Br30NO8P at a distorted geometry, from the Open Molecules 2025 dataset.

Last column: Mulliken charge in e.
Cartesian coordinates (Å):
C: -1.510 0.898 -4.734  -0.77
C: -1.129 0.932 -3.243  -0.05
O: -0.758 -0.355 -2.805  -0.26
C: -0.811 -0.454 -1.382  -0.15
C: -0.616 -1.921 -0.974  -0.34
O: -0.870 -2.221 0.404  -0.25
C: -0.456 -1.244 1.284  -0.28
C: 0.915 -0.925 1.291  0.10
C: 1.434 0.081 2.128  -0.59
B: 2.993 0.385 2.015  1.12
C: 4.123 -0.495 2.685  -0.71
O: 3.356 1.517 1.284  -0.67
C: 0.520 0.750 2.962  0.49
C: -0.867 0.417 2.969  0.62
C: -1.393 -0.611 2.140  0.10
B: -2.933 -1.040 2.144  0.66
O: -3.641 -1.270 3.329  -0.63
C: -3.764 -1.312 0.813  -0.18
C: -3.907 -2.890 0.764  -0.63
C: -1.731 1.276 3.905  -0.79
O: -2.604 0.876 4.634  -0.61
C: -1.330 2.757 3.863  0.05
C: -2.246 3.795 3.801  -0.47
C: -1.814 5.154 3.713  0.43
P: -3.136 6.426 3.565  0.00
O: -2.829 7.657 4.643  -0.47
O: -4.588 5.690 3.892  -0.46
C: -0.438 5.440 3.704  0.63
C: 0.094 6.875 3.578  -0.63
N: 1.383 7.016 4.316  -0.62
C: 0.522 4.397 3.767  -0.76
C: 0.059 3.090 3.839  0.58
C: 1.015 1.898 3.846  -0.45
O: 2.026 1.875 4.510  -0.62
H: -1.935 1.864 -5.060  0.02
H: -2.284 0.135 -4.921  0.31
H: -0.632 0.724 -5.377  0.29
H: -0.279 1.643 -3.163  0.02
H: -1.963 1.378 -2.673  0.31
H: -0.013 0.211 -0.993  0.21
H: -1.765 -0.007 -1.051  0.13
H: 0.448 -2.158 -1.163  -0.08
H: -1.210 -2.545 -1.656  0.41
H: 1.558 -1.490 0.608  0.01
H: 4.449 -1.321 2.030  0.13
H: 5.008 0.140 2.864  0.18
H: 3.813 -0.922 3.652  0.25
H: 2.704 1.583 0.570  0.31
H: -4.150 -0.490 3.583  0.29
H: -4.778 -0.907 0.947  0.52
H: -3.265 -0.946 -0.091  -0.21
H: -4.923 -3.148 1.096  0.43
H: -3.195 -3.388 1.444  0.22
H: -3.782 -3.289 -0.254  -0.10
H: -3.315 3.566 3.791  0.66
H: -2.360 7.316 5.425  0.36
H: -4.492 5.160 4.706  0.33
H: -0.599 7.632 3.956  0.57
H: 0.303 7.083 2.513  0.21
H: 2.131 6.901 3.639  0.22
H: 1.459 7.960 4.679  0.24
H: 1.593 4.598 3.732  0.31
C: 2.493 -4.871 -0.672  -0.42
Br: 1.993 -4.361 -2.461  0.01
Br: 3.705 -3.598 0.126  0.01
Br: 0.938 -5.179 0.423  -0.03
H: 3.026 -5.811 -0.747  0.38
C: 6.483 2.907 4.169  -0.43
Br: 7.317 2.053 5.685  -0.04
Br: 4.565 2.743 4.227  0.22
Br: 7.044 4.747 3.987  -0.05
H: 6.823 2.386 3.283  0.37
C: -3.933 -6.660 -0.908  -0.23
Br: -4.245 -7.447 0.826  -0.03
Br: -5.252 -5.327 -1.336  0.04
Br: -2.145 -5.960 -1.058  0.10
H: -4.030 -7.453 -1.637  0.11
C: 3.807 -7.872 -4.013  -0.32
Br: 3.299 -7.366 -5.803  0.00
Br: 5.025 -6.594 -3.229  -0.03
Br: 2.265 -8.182 -2.891  -0.02
H: 4.338 -8.811 -4.085  0.35
C: 10.033 7.392 2.260  -0.26
Br: 11.863 7.825 1.833  -0.03
Br: 8.998 8.970 2.658  0.00
Br: 9.209 6.330 0.878  -0.01
H: 10.050 6.787 3.158  0.29
C: 1.227 1.337 8.232  -0.37
Br: 0.666 0.365 9.802  -0.05
Br: 2.889 0.660 7.529  -0.02
Br: -0.157 1.379 6.890  0.09
H: 1.404 2.360 8.538  0.38
C: -0.738 -5.974 -6.934  -0.39
Br: -2.582 -5.505 -7.254  0.03
Br: 0.408 -5.407 -8.378  -0.05
Br: -0.125 -5.310 -5.234  0.16
H: -0.687 -7.054 -6.893  0.34
C: -6.472 -6.903 -5.225  -0.33
Br: -5.689 -7.817 -3.717  0.03
Br: -8.397 -6.998 -5.193  -0.02
Br: -5.846 -5.083 -5.356  0.01
H: -6.141 -7.419 -6.116  0.35
C: -3.629 -2.582 -9.594  -0.29
Br: -4.108 -2.059 -11.387  -0.03
Br: -2.432 -1.315 -8.771  0.03
Br: -5.188 -2.898 -8.502  0.00
H: -3.097 -3.522 -9.666  0.25
C: 0.319 4.196 -6.680  -0.32
Br: 1.186 3.530 -5.091  0.00
Br: -1.602 4.068 -6.559  -0.03
Br: 0.887 5.989 -7.101  -0.04
H: 0.629 3.562 -7.500  0.40

Cartesian forces (eV/Å) of the 3 atoms listed first:
-0.2414 0.0028 0.0628
0.2300 0.9293 -1.2251
-0.4389 -0.3912 0.4815

frontier orbital gap	7.7	eV
calculated total energy	-2163585.349	eV
M	3014.4	g/mol
total charge	0
E_LUMO	-0.80	eV
largest force on an atom	3.56	eV/A

***

[2]
The following is a quantum chemistry calculation of a cluster of 9 separate species, C32H38BF11O28S in total, from the Open Molecules 2025 dataset.

Last column: Mulliken charge in e.
Cartesian coordinates (Å):
C: -2.939 -2.482 1.737  -0.34
C: -4.207 -3.189 1.375  0.68
O: -4.699 -4.073 2.031  -0.60
O: -4.816 -2.711 0.244  -0.44
C: -4.385 -3.365 -0.974  -0.07
C: -5.013 -4.742 -1.132  -0.86
C: -4.295 -5.695 -2.127  0.21
C: -3.214 -5.084 -3.017  -0.33
C: -2.401 -6.225 -3.677  -1.02
B: -1.477 -6.992 -2.716  0.13
S: -0.518 -6.147 -1.285  0.90
O: 0.240 -7.129 -0.553  -0.66
O: -1.393 -5.244 -0.577  -0.46
C: 0.762 -5.061 -2.139  0.65
F: 0.474 -4.999 -3.451  -0.26
F: 0.723 -3.829 -1.642  -0.18
F: 1.978 -5.556 -2.001  -0.23
H: -2.215 -2.520 0.924  -0.07
H: -3.156 -1.439 1.975  0.28
H: -2.512 -2.955 2.620  0.39
H: -4.727 -2.697 -1.765  0.29
H: -3.296 -3.405 -0.962  0.01
H: -6.049 -4.610 -1.451  0.20
H: -5.069 -5.227 -0.158  0.24
H: -5.049 -6.108 -2.801  0.50
H: -3.910 -6.546 -1.560  -0.08
H: -3.668 -4.496 -3.817  0.44
H: -2.519 -4.470 -2.455  0.14
H: -1.765 -5.810 -4.473  0.29
H: -3.061 -6.945 -4.169  0.41
H: -1.320 -8.167 -2.727  -0.07
C: 1.506 -0.517 -1.663  -0.26
C: 0.872 -0.478 -0.288  0.54
O: 0.492 0.884 -0.175  -0.13
C: 0.303 1.381 -1.428  0.55
O: -0.229 2.412 -1.665  -0.53
O: 0.795 0.523 -2.348  -0.38
F: 1.745 -0.787 0.695  -0.29
H: 2.566 -0.264 -1.621  0.27
H: 1.370 -1.467 -2.169  0.12
H: -0.016 -1.103 -0.180  0.05
C: 0.179 3.180 2.082  0.80
C: 0.183 4.673 2.310  0.77
O: 0.858 4.785 3.556  -0.34
C: 1.673 3.705 3.692  0.69
O: 2.521 3.592 4.514  -0.58
O: 1.378 2.776 2.759  -0.29
F: -1.062 5.197 2.431  -0.36
H: -0.683 2.708 2.558  -0.25
H: 0.215 2.900 1.036  -0.26
H: 0.731 5.229 1.552  -0.05
C: 1.071 0.289 4.842  -0.19
C: 0.746 -0.646 5.988  0.27
O: -0.479 -1.222 5.562  -0.31
C: -0.503 -1.200 4.199  0.52
O: -1.278 -1.797 3.529  -0.59
O: 0.466 -0.392 3.733  -0.15
F: 0.547 0.008 7.155  -0.29
H: 0.586 1.256 4.983  0.00
H: 2.129 0.439 4.653  0.38
H: 1.477 -1.439 6.154  0.26
C: -3.649 -11.017 -1.536  -0.39
C: -4.300 -11.153 -2.898  0.34
O: -5.430 -10.308 -2.781  -0.32
C: -5.154 -9.356 -1.846  0.70
O: -5.778 -8.367 -1.674  -0.49
O: -4.037 -9.694 -1.157  -0.32
F: -4.707 -12.416 -3.157  -0.29
H: -4.070 -11.737 -0.833  0.28
H: -2.567 -11.106 -1.553  0.26
H: -3.684 -10.808 -3.731  0.23
C: 1.023 9.319 1.094  -0.46
C: 2.323 9.341 1.874  0.30
O: 2.677 7.965 1.902  -0.27
C: 2.122 7.367 0.822  0.76
O: 2.403 6.280 0.431  -0.61
O: 1.207 8.173 0.251  -0.30
F: 2.164 9.789 3.137  -0.28
H: 0.176 9.148 1.759  0.30
H: 0.853 10.207 0.495  0.27
H: 3.129 9.902 1.400  0.29
C: -4.539 0.704 6.298  -0.47
C: -3.472 1.424 7.100  0.32
O: -2.418 1.534 6.162  -0.23
C: -2.960 1.530 4.914  0.55
O: -2.373 1.829 3.928  -0.50
O: -4.249 1.137 4.964  -0.33
F: -3.055 0.709 8.168  -0.28
H: -4.407 -0.376 6.367  0.30
H: -5.554 0.974 6.573  0.27
H: -3.753 2.423 7.437  0.25
C: 4.470 5.047 -2.501  -0.39
C: 4.915 4.259 -1.288  0.48
O: 6.305 4.093 -1.523  -0.34
C: 6.722 5.129 -2.295  0.65
O: 7.854 5.425 -2.490  -0.50
O: 5.660 5.784 -2.817  -0.30
F: 4.325 3.041 -1.221  -0.31
H: 4.222 4.381 -3.328  0.30
H: 3.641 5.720 -2.303  0.22
H: 4.770 4.779 -0.340  0.20
C: 7.864 6.719 -5.354  -0.18
C: 7.442 6.820 -6.803  0.31
O: 6.264 7.600 -6.721  -0.33
C: 6.347 8.374 -5.599  0.70
O: 5.639 9.293 -5.362  -0.52
O: 7.356 7.943 -4.814  -0.29
F: 7.141 5.613 -7.343  -0.29
H: 7.380 5.879 -4.863  0.03
H: 8.938 6.654 -5.209  0.29
H: 8.158 7.322 -7.457  0.27

Cartesian forces (eV/Å) of the 3 atoms listed first:
-0.3818 -0.5834 0.2434
-0.0753 -0.4508 0.3561
0.1254 0.4842 -0.3929

frontier orbital gap	8.1	eV
calculated total energy	-132533.592	eV
SMILES	CC(=O)OCCCCCBS(=O)(=O)C(F)(F)F.O=C1OC[C@@H](F)O1.O=C1OC[C@@H](F)O1.O=C1OC[C@@H](F)O1.O=C1OC[C@@H](F)O1.O=C1OC[C@@H](F)O1.O=C1OC[C@@H](F)O1.O=C1OC[C@@H](F)O1.O=C1OC[C@@H](F)O1
M	1122.5	g/mol
total charge	0
E_LUMO	-1.51	eV
largest force on an atom	0.98	eV/A

***

[3]
The following is a quantum chemistry calculation of a structure of composition C32H38BiNP3 at a distorted geometry, from the Open Molecules 2025 dataset.

Last column: Mulliken charge in e.
Cartesian coordinates (Å):
C: -1.266 3.841 -3.702  -0.33
C: -1.067 2.491 -3.443  -0.10
C: 0.231 1.930 -3.652  0.15
C: 1.310 2.765 -4.087  1.22
C: 1.046 4.141 -4.353  -0.95
C: -0.216 4.665 -4.150  -0.79
C: 2.594 2.211 -4.101  -1.09
C: 2.791 0.832 -3.993  1.17
C: 1.673 0.036 -3.586  0.21
C: 1.855 -1.353 -3.302  -0.04
C: 3.127 -1.902 -3.399  -0.26
C: 4.232 -1.125 -3.797  -0.85
C: 4.069 0.211 -4.112  -0.94
H: -2.257 4.269 -3.534  0.42
H: 1.872 4.763 -4.710  0.42
H: -0.413 5.720 -4.328  0.40
H: 3.432 2.838 -4.408  0.43
H: 3.270 -2.954 -3.140  0.44
H: 5.214 -1.590 -3.850  0.40
H: 4.910 0.828 -4.438  0.42
N: 0.521 0.672 -3.161  -0.33
Bi: 0.710 0.843 -0.639  0.77
C: -2.163 1.628 -2.849  -1.19
H: -2.115 0.607 -3.257  0.34
H: -3.155 2.056 -3.044  0.68
C: 0.679 -2.152 -2.789  -1.07
H: -0.251 -1.852 -3.297  0.34
H: 0.844 -3.228 -2.918  0.69
P: -1.982 1.479 -1.010  0.79
P: 0.408 -1.872 -0.981  0.98
C: 1.754 -2.851 -0.238  -1.26
H: 1.635 -2.916 0.852  0.14
H: 1.738 -3.865 -0.667  0.42
H: 2.722 -2.382 -0.462  0.37
C: -1.140 -2.776 -0.672  -1.42
H: -0.997 -3.837 -0.929  0.42
H: -1.432 -2.690 0.382  0.33
H: -1.941 -2.358 -1.298  0.40
C: -2.315 3.168 -0.415  -1.27
H: -3.283 3.519 -0.801  0.43
H: -2.341 3.156 0.684  0.36
H: -1.525 3.855 -0.741  0.37
C: -3.425 0.512 -0.475  -1.10
H: -3.408 0.427 0.621  0.27
H: -4.351 1.023 -0.789  0.44
H: -3.394 -0.495 -0.915  0.33
H: 2.189 1.779 -1.532  -0.19
H: 0.397 2.001 0.762  -0.16
C: 1.930 -0.541 3.001  -1.43
P: 0.209 -0.881 2.441  0.86
C: -0.102 -2.345 3.521  0.25
C: -0.128 -2.230 4.921  -0.50
C: -0.178 -3.375 5.721  -0.70
C: -0.220 -4.643 5.132  -0.52
C: -0.231 -4.764 3.739  -0.70
C: -0.177 -3.625 2.933  -0.07
C: -0.718 0.407 3.364  0.56
C: -0.160 1.674 3.611  -0.49
C: -0.928 2.670 4.213  -0.61
C: -2.244 2.410 4.601  -0.51
C: -2.808 1.153 4.350  -0.68
C: -2.056 0.159 3.720  -0.53
H: 2.558 -1.390 2.706  0.42
H: 1.948 -0.440 4.096  0.48
H: 2.312 0.374 2.529  0.44
H: -0.110 -1.243 5.392  0.35
H: -0.183 -3.272 6.808  0.40
H: -0.245 -5.538 5.758  0.37
H: -0.278 -5.751 3.271  0.42
H: -0.199 -3.726 1.845  0.04
H: 0.872 1.885 3.326  0.27
H: -0.488 3.655 4.387  0.40
H: -2.831 3.184 5.098  0.39
H: -3.833 0.942 4.653  0.41
H: -2.503 -0.819 3.528  0.47

Cartesian forces (eV/Å) of the 3 atoms listed first:
-0.1092 -1.0725 0.2799
-0.3089 0.4620 0.2114
1.2308 -0.7203 1.3657

frontier orbital gap (alpha / beta)	5.1 / 5.1	eV
calculated total energy	-68989.144	eV
M	738.6	g/mol
energy relative to the best compared isomer or geometry (same formula, charge and spin)	0.0	kJ/mol
total charge	+1
E_LUMO (alpha / beta)	-3.82 / -3.82	eV
largest force on an atom	2.98	eV/A